No. 1
The following is a DFT calculation (ωB97M-V/def2-TZVPD) of C27H22CaI3N5O6S2 as an isolated structure.

Last column: Löwdin charge in e.
Geometry (Å):
Ca: -0.311 0.191 0.271  1.13
O: -1.678 -0.408 -5.751  0.05
C: -1.300 -0.060 -4.486  -0.28
C: -2.145 0.658 -3.647  0.04
C: -1.684 0.986 -2.389  -0.20
N: -0.478 0.622 -1.967  0.02
C: 0.309 -0.108 -2.753  -0.17
C: -0.046 -0.454 -4.042  0.07
C: 1.594 -0.591 -2.078  -0.65
O: 2.497 -1.013 -2.816  -0.02
O: 1.577 -0.544 -0.809  -0.23
C: -2.530 1.737 -1.345  -0.64
O: -3.705 1.992 -1.658  -0.01
O: -1.904 1.981 -0.276  -0.16
H: -2.585 -0.115 -5.877  0.10
H: -3.147 0.960 -3.936  0.12
H: 0.626 -1.036 -4.656  0.13
I: 4.047 -2.529 1.050  0.66
C: 3.181 -3.223 -0.753  -1.17
I: 1.165 -3.876 -0.580  0.73
H: 3.764 -4.075 -1.074  -0.06
H: 3.192 -2.410 -1.474  -0.08
S: -2.008 0.839 2.519  0.58
C: -1.034 0.464 3.902  -0.71
C: -1.172 1.238 5.065  -0.10
C: -0.394 1.043 6.201  -0.23
C: -0.584 1.875 7.357  -0.21
N: -0.744 2.551 8.276  0.12
C: 0.576 0.027 6.194  -0.23
C: 0.722 -0.760 5.056  -0.10
C: -0.048 -0.580 3.899  -0.74
S: 0.239 -1.602 2.525  0.45
C: 1.414 -0.202 7.338  -0.21
N: 2.085 -0.397 8.255  0.12
H: -1.918 2.024 5.063  0.10
H: 1.478 -1.535 5.048  0.10
O: -1.849 -1.507 -0.710  -0.01
C: -2.826 -2.108 -0.292  -0.45
C: -3.112 -2.376 1.156  -0.12
C: -4.499 -1.778 1.493  -0.19
C: -4.867 -0.503 0.692  -0.19
C: -5.527 -0.731 -0.681  -0.19
C: -4.568 -1.292 -1.730  -0.17
N: -3.856 -2.458 -1.167  0.06
H: -2.337 -1.890 1.744  0.02
H: -3.063 -3.450 1.363  0.12
H: -4.481 -1.518 2.552  0.10
H: -5.292 -2.525 1.360  0.10
H: -3.977 0.123 0.574  0.08
H: -5.562 0.082 1.297  0.11
H: -5.922 0.221 -1.045  0.11
H: -6.373 -1.423 -0.562  0.10
H: -3.834 -0.539 -2.001  0.08
H: -5.103 -1.591 -2.634  0.11
H: -4.520 -3.056 -0.695  0.11
I: -0.553 5.276 3.513  0.82
C: 0.607 3.586 3.100  -0.72
C: 1.574 3.166 3.998  -0.15
C: 2.321 2.050 3.669  -0.06
C: 2.056 1.399 2.473  -0.14
N: 1.118 1.800 1.616  0.00
C: 0.387 2.882 1.930  -0.24
H: 1.724 3.679 4.939  0.10
H: 3.071 1.666 4.347  0.11
H: 2.612 0.515 2.183  0.09
H: -0.392 3.165 1.231  0.08

The LUMO energy is 0.1366 hartree. As for the net charge: -2. For the HOMO-LUMO gap, the calculation gives 0.1976 hartree. As for the HOMO energy: -1.660 eV.

No. 2
The following is a DFT calculation (ωB97M-V/def2-TZVPD) of C55H51N5O4P2ReS as an isolated structure.

Last column: Mulliken spin population.
Geometry (Å):
Re: 0.174 -0.154 0.513  1.93
O: 2.874 1.454 -0.577  -0.01
S: 1.654 0.901 -1.193  0.10
C: 2.105 -0.381 -2.370  0.01
C: 2.869 -0.034 -3.481  0.00
C: 3.253 -1.019 -4.371  0.00
C: 2.879 -2.342 -4.160  0.00
C: 2.136 -2.684 -3.045  0.00
C: 1.748 -1.705 -2.132  -0.05
P: 0.856 -2.201 -0.638  0.14
C: -0.351 -3.420 -1.201  0.00
C: -0.124 -4.789 -1.062  0.00
C: -1.032 -5.692 -1.600  0.00
C: -2.155 -5.238 -2.276  0.00
C: -2.378 -3.875 -2.425  0.00
C: -1.481 -2.966 -1.888  -0.01
C: 2.072 -3.065 0.379  0.05
C: 1.623 -3.820 1.467  0.02
C: 2.539 -4.417 2.322  0.00
C: 3.902 -4.252 2.102  0.00
C: 4.350 -3.493 1.029  0.00
C: 3.439 -2.893 0.170  0.02
C: 1.073 2.147 -2.350  0.03
C: 2.058 3.010 -2.820  0.00
C: 1.741 3.859 -3.865  0.00
C: 0.477 3.809 -4.447  0.00
C: -0.501 2.971 -3.931  0.00
C: -0.229 2.164 -2.826  -0.08
P: -1.431 1.194 -1.864  0.16
C: -2.484 2.481 -1.077  -0.03
C: -2.997 2.264 0.204  0.00
C: -3.794 3.219 0.826  0.00
C: -4.080 4.415 0.181  0.00
C: -3.574 4.647 -1.092  0.00
C: -2.788 3.688 -1.716  0.01
C: -2.476 0.468 -3.161  0.04
C: -1.852 -0.286 -4.160  0.03
C: -2.599 -0.838 -5.190  -0.01
C: -3.978 -0.652 -5.225  0.02
C: -4.604 0.085 -4.231  -0.01
C: -3.857 0.646 -3.198  0.02
H: 3.166 0.991 -3.652  0.00
H: 3.842 -0.752 -5.240  0.00
H: 3.174 -3.109 -4.865  0.00
H: 1.858 -3.717 -2.875  0.00
H: 0.755 -5.157 -0.549  0.00
H: -0.854 -6.755 -1.491  0.00
H: -2.858 -5.950 -2.692  0.00
H: -3.250 -3.516 -2.960  0.00
H: -1.659 -1.909 -2.003  0.02
H: 0.560 -3.945 1.644  0.00
H: 2.191 -5.006 3.163  0.00
H: 4.617 -4.714 2.773  0.00
H: 5.412 -3.363 0.862  0.00
H: 3.798 -2.291 -0.658  0.00
H: 3.048 3.001 -2.375  0.00
H: 2.491 4.541 -4.250  0.00
H: 0.248 4.441 -5.296  0.00
H: -1.481 2.936 -4.392  0.00
H: -2.775 1.347 0.729  0.03
H: -4.192 3.023 1.815  0.00
H: -4.703 5.160 0.663  0.00
H: -3.794 5.576 -1.604  0.00
H: -2.423 3.893 -2.712  0.00
H: -0.775 -0.437 -4.135  0.01
H: -2.108 -1.410 -5.968  0.00
H: -4.561 -1.077 -6.033  0.00
H: -5.678 0.235 -4.263  0.00
H: -4.351 1.232 -2.431  0.00
O: 2.097 -2.126 5.310  0.00
C: 3.157 -1.557 4.703  0.00
C: 4.372 -1.584 5.385  0.00
C: 5.506 -1.050 4.812  0.00
C: 5.468 -0.467 3.541  0.00
C: 4.273 -0.419 2.870  0.01
C: 3.100 -0.954 3.436  0.00
C: 1.870 -0.861 2.668  0.08
O: 1.898 -0.199 1.510  0.10
N: 0.779 -1.386 3.114  0.00
N: -0.301 -1.155 2.237  -0.03
C: -1.426 -1.640 2.691  0.09
C: -2.666 -1.656 2.041  0.01
C: -3.778 -2.189 2.745  0.01
C: -5.000 -2.277 2.154  0.01
C: -5.134 -1.853 0.817  0.03
C: -4.066 -1.347 0.111  -0.02
C: -2.810 -1.219 0.716  0.01
O: -1.817 -0.706 0.005  0.11
H: 1.332 -2.052 4.711  0.00
H: 4.392 -2.041 6.368  0.00
H: 6.441 -1.081 5.360  0.00
H: 6.367 -0.061 3.094  0.00
H: 4.209 0.036 1.888  0.00
H: -1.359 -2.092 3.677  -0.01
H: -3.636 -2.526 3.768  0.00
H: -5.849 -2.676 2.694  0.00
H: -6.101 -1.928 0.331  0.00
H: -4.166 -1.036 -0.924  0.00
C: -0.402 1.644 4.020  0.00
N: 0.358 2.670 3.323  0.02
C: 1.259 3.442 4.183  0.00
C: 0.294 2.864 1.999  0.05
N: -0.041 1.920 1.102  0.11
N: 0.555 4.114 1.560  0.02
C: -0.056 5.278 2.212  0.00
C: 1.010 4.322 0.191  0.00
H: -0.899 2.099 4.878  0.00
H: 0.244 0.855 4.388  0.00
H: -1.158 1.234 3.364  0.00
H: 1.791 2.744 4.831  0.00
H: 0.710 4.145 4.811  0.00
H: 1.983 3.983 3.583  0.00
H: -0.315 2.403 0.256  -0.01
H: -0.588 4.979 3.110  0.00
H: -0.775 5.734 1.527  0.00
H: 0.696 6.021 2.475  0.00
H: 1.735 3.557 -0.081  0.00
H: 1.507 5.291 0.140  0.00
H: 0.184 4.331 -0.532  0.00

The LUMO energy (alpha / beta) is -0.1864 / -0.2508 hartree. As for the net charge: +2. As for the multiplicity: 4. For the HOMO-LUMO gap (alpha / beta), the calculation gives 0.2699 / 0.2087 hartree. As for the HOMO energy (alpha / beta): -12.416 / -12.505 eV.

No. 3
The following is a DFT calculation (ωB97M-V/def2-TZVPD) of a 2-piece molecular cluster, C3H10Cl2NPSi overall.

Last column: Mulliken spin population.
Geometry (Å):
C: -0.815 -1.264 -0.931  0.04
C: 0.566 -0.551 1.766  0.03
C: -0.377 1.731 -0.040  0.04
N: 1.835 0.052 -0.927  0.76
Si: 0.356 -0.104 -0.075  0.11
P: 3.469 0.010 -0.929  0.10
Cl: 3.705 1.502 0.353  0.01
Cl: 3.925 -1.571 0.257  0.11
H: -0.296 -2.103 -1.035  -0.03
H: -1.670 -1.312 -0.367  0.01
H: -1.112 -0.947 -1.892  -0.01
H: 1.297 0.144 2.126  0.00
H: -0.356 -0.463 2.422  0.01
H: 1.071 -1.504 1.797  0.00
H: -0.148 2.065 -0.978  0.00
H: -1.345 2.006 0.084  0.00
H: 0.109 2.307 0.691  0.00
H: 1.592 -0.789 -2.395  0.81

The LUMO energy (alpha / beta) is 0.0263 / -0.1288 hartree. As for the multiplicity: 3. For the HOMO-LUMO gap (alpha / beta), the calculation gives 0.2991 / 0.2250 hartree. As for the HOMO energy (alpha / beta): -7.425 / -9.630 eV.

No. 4
The following is a DFT calculation (ωB97M-V/def2-TZVPD) of C20H12F5IN2O2RuS as an isolated structure.

Last column: Löwdin charge in e.
Geometry (Å):
Ru: -0.231 0.826 -0.925  0.80
C: 2.661 3.571 1.565  0.00
C: 2.097 2.402 2.282  -0.22
N: 2.513 2.121 3.500  0.16
C: 1.982 1.088 4.149  -0.02
C: 0.969 0.245 3.649  -0.11
C: 0.461 -0.883 4.522  -0.18
O: -0.957 -0.904 4.562  -0.05
C: 0.517 0.487 2.361  -0.05
C: -0.563 -0.304 1.797  0.02
N: -0.964 -0.293 0.572  -0.11
C: -2.171 -1.021 0.274  -0.38
C: -2.358 -2.346 0.627  0.00
C: -3.570 -2.957 0.329  -0.02
C: -4.582 -2.253 -0.309  -0.03
C: -4.398 -0.924 -0.674  -0.09
C: -3.186 -0.336 -0.380  -0.60
I: -2.715 1.639 -0.903  1.30
C: 1.090 1.579 1.643  -0.25
O: 0.760 1.871 0.440  -0.15
H: 3.435 4.029 2.173  0.10
H: 1.877 4.305 1.359  0.10
H: 3.071 3.272 0.599  0.09
H: 2.377 0.904 5.143  0.13
H: 0.892 -0.787 5.517  0.13
H: 0.813 -1.836 4.115  0.14
H: -1.271 -0.697 5.447  0.11
H: -1.122 -0.918 2.497  0.14
H: -1.564 -2.899 1.112  0.14
H: -3.720 -3.994 0.593  0.13
H: -5.520 -2.740 -0.537  0.13
H: -5.182 -0.377 -1.179  0.12
F: 3.514 0.212 -6.514  0.22
C: 2.570 0.036 -5.627  -0.09
C: 2.635 0.722 -4.412  -0.12
F: 3.641 1.534 -4.154  0.18
C: 1.625 0.526 -3.507  -0.19
F: 1.678 1.175 -2.307  0.02
C: 0.551 -0.330 -3.733  -0.45
S: -0.669 -0.617 -2.539  0.88
C: 0.516 -1.008 -4.959  -0.21
F: -0.482 -1.829 -5.219  0.15
C: 1.513 -0.827 -5.900  -0.11
F: 1.468 -1.463 -7.050  0.19

The LUMO energy (alpha / beta) is -0.3411 / -0.3662 hartree. As for the net charge: +2. For the HOMO-LUMO gap (alpha / beta), the calculation gives 0.1928 / 0.1535 hartree. As for the HOMO energy (alpha / beta): -14.526 / -14.143 eV.